Record 1
C26H59BBeBrCaCl2F3LiN5NaO6P3 | wB97M-V/def2-TZVPD

Structure (XYZ):
```
110
Properties=species:S:1:pos:R:3:forces:R:3
C 7.16816 2.20929 1.11629 0.07 1.11 -0.04
C 6.37843 1.97938 -0.31277 0.39 -0.89 0.15
C 5.17618 0.89034 -0.06316 -0.92 1.27 -0.15
C 3.64792 1.54089 -0.24541 0.81 -0.49 -0.44
C 2.63493 0.26510 -0.42876 0.27 0.13 0.96
C 1.05955 0.60148 0.02165 1.45 0.89 -0.02
C -0.01968 0.20013 -1.15694 -0.29 -1.24 2.04
O -1.02973 1.22468 -1.44554 2.56 -0.59 -2.17
C -0.68761 2.06292 -2.60144 0.36 0.51 -1.29
C -0.70214 1.28836 -4.05268 -0.41 -1.14 0.04
C 0.68452 2.99040 -2.36631 -0.84 0.12 -1.23
Br 0.15361 4.29571 -0.89012 1.14 -1.16 -0.49
C 1.02979 3.95165 -3.67156 1.10 0.90 0.43
C 2.52898 3.58682 -4.31584 0.10 1.00 0.31
P -2.12349 3.37710 -2.71896 -1.59 -0.13 0.85
C -3.60026 2.48849 -1.81126 -0.26 -1.24 -0.77
C -2.75869 3.49948 -4.54982 0.02 0.16 -0.57
C -0.88563 -1.11670 -0.57565 1.87 0.52 -2.52
C 0.23414 -2.28469 -0.34341 0.51 -0.85 -0.69
C -0.24521 -3.79365 -0.88458 0.59 -0.34 -0.91
C 0.73946 -4.30316 -2.13680 -0.83 0.59 0.43
C 2.26114 -4.63181 -1.61131 -0.74 -0.13 -0.17
N 2.89057 -5.54466 -2.68324 2.84 1.85 0.87
C 4.21630 -4.96893 -3.16941 -0.09 -0.73 -5.09
N 4.41577 -4.94510 -4.54627 -0.50 0.18 6.07
N 5.33372 -4.47394 -2.26331 -0.51 0.05 -1.06
O -1.57889 -0.61296 0.58848 -0.38 -1.49 0.21
C -2.35129 -1.54830 1.36696 -1.20 -0.35 -0.17
P -1.35081 -2.47888 2.75663 2.75 -3.31 0.09
O -0.91495 -3.93837 2.33491 -3.17 3.05 -1.53
P -3.58916 -0.43645 2.39455 6.19 3.78 2.63
O -2.67658 0.56164 3.27158 -3.48 -3.40 -2.44
B -3.31996 -2.60331 0.57643 -1.39 -2.49 -1.32
N -3.96074 -2.27669 -0.79462 -0.16 -0.79 2.19
O -3.70586 -3.95176 1.12522 -0.53 3.57 0.42
H 6.70844 1.61054 2.01982 0.88 1.05 -2.04
H 7.06176 3.35781 1.40767 0.52 -2.53 -0.57
H 8.30636 1.92311 1.00015 -2.34 0.72 0.38
H 6.00246 2.98518 -0.81633 0.63 -2.15 1.32
H 7.14154 1.50746 -1.09949 -1.44 1.00 1.61
H 5.26432 0.03724 -0.86172 -0.14 0.83 1.04
H 5.23123 0.37582 0.99524 0.04 0.96 -2.52
H 3.67576 2.24363 -1.20227 -0.19 -1.42 1.89
H 3.35849 2.23778 0.65707 0.64 -1.60 -1.65
H 2.71789 -0.11229 -1.53656 -0.28 0.62 1.61
H 3.07089 -0.60844 0.25696 -1.05 1.82 -1.52
H 0.90518 0.04310 1.03824 -0.11 1.00 -2.09
H 1.06971 1.76147 0.28260 -0.52 -2.47 -0.73
H 0.60469 -0.16818 -2.07416 -1.46 0.82 1.39
H -1.80727 0.88357 -4.21231 2.35 0.72 0.39
H -0.46579 1.96634 -4.97628 -0.31 -1.15 1.97
H -0.00017 0.34242 -4.10542 -1.25 1.91 0.15
H 1.62059 2.35034 -2.07813 -1.90 1.31 -0.27
H 1.14696 5.07236 -3.27705 -0.49 -2.64 -0.85
H 0.18126 3.98639 -4.47655 1.69 -0.35 1.59
H 3.27090 4.48193 -4.04631 -1.64 -1.99 -0.57
H 2.98373 2.63582 -3.79332 -0.97 1.60 -1.30
H 2.51022 3.53247 -5.48791 0.04 -0.25 2.38
H -3.53033 1.35865 -2.18011 -0.28 2.19 0.94
H -4.61625 2.91158 -2.21833 2.02 -0.57 0.82
H -3.49158 2.54721 -0.63738 -0.14 0.13 -2.48
H -3.71560 4.20674 -4.61921 2.19 -1.34 0.24
H -3.10420 2.45961 -4.98355 0.67 1.15 1.62
H -1.87999 3.86666 -5.25899 -1.97 -0.57 1.36
H -1.57497 -1.39936 -1.50902 0.99 0.42 2.43
H 1.15416 -2.01430 -1.05558 -1.95 -0.38 1.51
H 0.69930 -2.32270 0.74127 -1.26 0.06 -2.12
H -1.33422 -3.74920 -1.37167 2.23 -0.08 1.38
H -0.15300 -4.62359 -0.06473 -0.58 1.85 -1.32
H 0.73704 -3.41944 -2.91737 0.33 -1.74 1.36
H 0.23821 -5.22463 -2.70685 1.35 1.87 1.51
H 2.85314 -3.62706 -1.50831 -0.98 -1.88 -0.20
H 2.29468 -5.16223 -0.56169 -0.34 1.13 -2.02
H 3.04485 -6.50450 -2.30013 -0.01 1.17 -0.42
H 5.36220 -4.52385 -4.67232 -0.69 -0.38 -0.01
H 5.39047 -3.42658 -2.37092 -0.02 -1.59 0.12
H 6.21618 -4.87754 -2.68153 -1.36 0.73 0.60
H -0.13116 -1.72800 3.02005 -1.42 0.05 -0.47
H -2.06924 -2.51221 4.02433 0.18 0.38 -1.13
H -4.33355 -1.23057 3.33790 -0.35 -0.12 -0.97
H -4.39628 0.41369 1.55501 -0.18 -0.82 -0.09
H -4.13930 -3.19826 -1.28984 -0.15 1.48 0.97
H -4.89229 -1.84920 -0.51390 1.25 -0.50 -1.03
H -4.65611 -3.87738 1.46079 1.74 -0.47 -0.94
Na -5.99229 0.76557 3.11559 -0.39 0.92 0.48
F -1.69229 2.45733 0.34618 -1.26 0.60 1.12
F -3.49229 3.11664 1.29152 0.77 -0.75 -0.51
Li 5.20771 -0.39716 -2.83261 -0.06 0.07 0.16
Be -3.49229 2.54830 -6.50420 -0.39 -0.12 -1.48
F 0.40771 -3.67417 3.68231 1.58 0.62 1.94
O 7.86081 -2.10181 -3.80805 0.08 -0.43 1.98
H 8.55461 -1.71987 -4.31400 -0.35 1.25 -2.77
C -9.48989 1.97839 8.64225 -0.11 -0.07 0.03
C -7.96793 2.04042 8.65354 -0.31 -0.32 0.27
C -7.40327 3.06166 7.66574 0.23 0.01 0.24
C -7.71892 2.72091 6.27196 -0.31 -0.09 -1.17
N -7.98439 2.45146 5.17402 0.70 -0.01 1.21
H -9.87155 1.66565 7.66536 0.02 0.06 0.08
H -9.84380 1.25482 9.38338 0.02 0.15 -0.12
H -9.92300 2.95401 8.88472 0.02 -0.12 -0.03
H -7.56464 1.04366 8.43812 0.05 0.19 0.01
H -7.63571 2.30744 9.66386 0.09 0.02 -0.26
H -6.31496 3.10544 7.78418 -0.12 0.07 -0.24
H -7.78941 4.05996 7.90147 0.00 -0.13 -0.24
C 3.29729 -1.08598 3.61660 -0.46 -0.27 0.32
Cl 3.04104 -2.28149 2.33990 0.00 -0.01 0.10
Cl 4.62704 0.00507 3.20883 0.05 0.16 0.38
H 2.38341 -0.50072 3.74464 0.28 -0.10 -0.13
H 3.53619 -1.60552 4.54773 0.02 0.10 -0.33
Ca 9.67700 -2.21391 -2.80846 0.13 -0.68 1.06
```
Positions in Å, forces in eV/Å.

Output
E_HOMO ... -9.019 eV
Orbital gap ... 1.19 eV
Total charge ... +2
E ... -7454.88151 a.u.
2S+1 ... 1

---

Record 2
C26H59N4O | wB97M-V/def2-TZVPD

Structure (XYZ):
```
90
Properties=species:S:1:pos:R:3:forces:R:3
C -1.63709 -4.10382 2.65948 0.23 0.24 -0.03
C -1.92640 -2.60392 2.84280 -0.03 -0.09 0.30
C -3.41687 -2.23876 2.91331 -0.11 -0.13 -0.17
C -3.90866 -1.33846 1.76872 0.11 -0.10 0.13
N -5.34130 -1.12476 2.02568 -0.05 -0.04 -0.08
C -6.03443 -0.27980 1.04882 -0.18 -0.01 0.04
C -7.42273 -0.82475 0.67566 0.11 0.29 -0.14
C -3.70388 -2.09286 0.42560 -0.08 0.19 -0.16
C -3.01975 -1.40391 -0.76915 -0.11 -0.22 -0.13
C -1.57347 -1.88361 -0.95105 -0.12 0.15 -0.16
C -3.79483 -1.76155 -2.04328 0.01 -0.10 0.24
N -3.05310 0.06890 -0.63673 0.50 -0.31 0.20
O -2.73436 0.69694 -1.69515 -0.21 0.23 -0.24
C -2.63306 0.72746 0.62177 -0.01 0.27 0.17
C -3.16182 2.16444 0.55939 -0.06 -0.13 -0.03
C -1.09521 0.79503 0.70626 -0.18 -0.03 0.00
C -3.21650 0.03430 1.87189 -0.05 0.22 -0.04
H -1.37434 -4.57073 3.60732 -0.15 -0.09 0.05
H -2.49067 -4.63134 2.23908 -0.03 -0.07 -0.05
H -0.78493 -4.25463 1.99631 0.00 -0.06 -0.04
H -1.43941 -2.03850 2.04922 -0.04 0.03 -0.10
H -1.44881 -2.27798 3.76742 0.10 0.08 -0.04
H -3.67631 -1.75384 3.85301 0.04 0.08 0.05
H -4.00653 -3.16105 2.87419 -0.05 -0.01 0.06
H -5.78693 -2.03270 2.04012 -0.04 -0.08 0.03
H -5.44353 -0.16062 0.13627 0.07 -0.03 -0.04
H -6.15471 0.72066 1.46824 0.09 0.07 0.00
H -7.64237 -1.75965 1.18657 -0.05 -0.05 0.06
H -8.20282 -0.10748 0.92256 -0.08 -0.07 0.09
H -7.49119 -0.99852 -0.39763 -0.01 -0.13 -0.01
H -4.70251 -2.38188 0.09447 -0.03 -0.06 0.02
H -3.16803 -3.02657 0.59548 0.03 -0.04 0.07
H -0.96130 -1.74249 -0.06536 0.01 -0.13 0.05
H -1.11856 -1.33842 -1.77793 0.06 0.03 0.00
H -1.59814 -2.94046 -1.21482 0.08 -0.08 0.07
H -4.75959 -1.25604 -2.04003 -0.04 0.07 -0.10
H -3.23922 -1.49879 -2.93720 -0.04 0.12 -0.07
H -3.98273 -2.83601 -2.04745 0.06 -0.05 -0.02
H -4.23472 2.15874 0.36834 -0.04 0.03 -0.06
H -2.66228 2.73043 -0.22171 -0.01 0.04 -0.05
H -2.99455 2.64803 1.52043 0.08 0.03 0.05
H -0.83298 1.61685 1.37152 0.10 0.02 0.05
H -0.66758 -0.11538 1.12049 0.07 -0.02 -0.01
H -0.66382 0.98577 -0.27449 0.03 0.05 -0.02
H -2.41482 -0.01222 2.60856 0.04 -0.08 0.02
H -3.96046 0.70156 2.30418 -0.01 0.01 0.07
C 4.12228 3.67870 -1.73585 0.00 -0.02 -0.01
C 2.80456 2.92244 -1.81369 0.12 0.02 0.01
N 1.90086 3.43984 -2.82319 -0.06 0.06 0.11
C 0.55571 2.90765 -2.68657 -0.11 -0.04 0.04
C 0.35792 1.40372 -2.90480 -0.06 -0.01 0.02
C 2.43420 3.51128 -4.17109 0.08 0.02 -0.11
C 2.98154 2.22044 -4.79583 -0.02 0.02 -0.05
H 3.94592 4.74749 -1.60916 -0.01 0.01 -0.02
H 4.70060 3.32441 -0.88082 0.00 0.00 0.01
H 4.73472 3.53384 -2.62702 0.00 0.00 -0.01
H 2.29653 3.01569 -0.84936 -0.04 -0.04 -0.01
H 3.01523 1.84954 -1.94660 0.04 0.00 0.02
H -0.10826 3.45914 -3.35730 0.06 0.02 -0.05
H 0.22303 3.15391 -1.67243 0.02 -0.01 0.00
H 0.39461 1.13028 -3.95903 0.03 0.00 0.00
H -0.61784 1.10743 -2.51858 -0.06 0.00 -0.09
H 1.10933 0.81852 -2.37203 0.03 0.00 -0.01
H 3.23172 4.25877 -4.17808 0.02 -0.01 0.04
H 1.64956 3.92050 -4.81193 -0.03 -0.02 0.01
H 3.63674 1.68358 -4.10770 0.01 0.01 0.01
H 3.56995 2.46255 -5.68307 0.00 0.01 0.00
H 2.18900 1.54126 -5.10577 0.00 -0.03 0.05
C 2.82917 -0.43838 -0.11215 -0.04 -0.03 -0.04
C 4.28822 -0.11060 0.16051 -0.03 -0.03 -0.04
N 4.55202 0.17976 1.55748 0.02 0.01 -0.01
C 5.84826 0.79106 1.78764 0.08 0.10 0.02
C 7.10300 -0.03175 1.47075 0.01 0.02 0.04
C 4.15020 -0.84988 2.49989 -0.07 -0.08 0.08
C 4.72681 -2.25950 2.31304 0.00 0.00 0.06
H 2.17651 0.34609 0.27574 0.00 0.00 0.02
H 2.66344 -0.51917 -1.18737 0.00 -0.01 -0.01
H 2.53023 -1.38958 0.33134 0.00 0.00 0.02
H 4.55593 0.78432 -0.40791 0.04 0.01 0.00
H 4.91500 -0.92580 -0.23668 -0.01 0.01 0.00
H 5.88634 1.11294 2.83186 -0.02 -0.03 0.01
H 5.87981 1.70892 1.19169 -0.02 -0.02 -0.03
H 7.27033 -0.82236 2.20118 -0.02 -0.03 -0.02
H 7.98046 0.61739 1.48812 0.00 0.01 0.00
H 7.05177 -0.48590 0.48063 -0.01 0.00 -0.01
H 3.05977 -0.92069 2.47495 0.00 0.00 -0.04
H 4.39206 -0.48826 3.50226 0.04 0.01 -0.01
H 4.66541 -2.58810 1.27453 -0.02 0.01 -0.01
H 4.15758 -2.97146 2.91389 0.00 0.01 0.01
H 5.76708 -2.32766 2.62738 0.02 0.01 -0.05
```
Positions in Å, forces in eV/Å.

Output
E_HOMO (alpha / beta) ... -7.916 / -7.933 eV
Orbital gap (alpha / beta) ... 8.58 / 8.46 eV
Total charge ... 0
E ... -1320.20486 a.u.
2S+1 ... 2